A molecular structure, C12H14BCl3CrN6O2 in a non-equilibrium geometry. Source: the Open Molecules 2025 dataset; level of theory: ωB97M-V/def2-TZVPD.

Last column: natural (NBO) charge in e.
CARTESIAN COORDINATES (ANGSTROEM)
H 2.1307 3.8875 -0.4258  0.2282
N 1.2931 2.1269 -1.3065  -0.4012
B 0.0907 0.4536 -2.9480  0.5849
N 0.5171 1.8785 -2.4316  -0.2876
C 0.4691 3.0261 -3.1471  0.0457
Cr 2.4428 1.0647 -0.2138  1.3339
H 0.0788 3.0231 -4.1524  0.2375
C 1.0796 4.0543 -2.4222  -0.3387
H 1.1628 5.0904 -2.7089  0.2414
C 1.5800 3.4665 -1.2665  -0.0319
H 0.1923 0.5411 -4.1692  -0.0596
C -1.7801 -2.4195 2.5245  -0.8550
H -1.5789 -3.4239 2.9098  0.2011
H -0.8432 -1.8682 2.3994  0.2332
H -2.3141 -2.4776 1.5703  0.2153
N -1.4506 -0.0017 -2.8174  -0.3655
N 1.2141 -0.5399 -2.5236  -0.2938
N -2.1299 -0.3538 -1.6606  -0.2758
N 2.0391 -0.4113 -1.4149  -0.3898
C -2.3069 -0.1195 -3.8806  -0.0359
C 1.7122 -1.5322 -3.2929  0.0402
H -1.9696 0.0965 -4.8819  0.2095
H 1.3299 -1.6857 -4.2950  0.2365
C -3.5550 -0.5292 -3.4175  -0.3659
C 2.7432 -2.1710 -2.6146  -0.3415
C -3.4007 -0.6526 -2.0120  -0.0585
C 2.9142 -1.4617 -1.4276  -0.0176
H -4.4392 -0.7015 -4.0074  0.2225
H 3.3013 -3.0335 -2.9422  0.2405
H -4.1901 -0.9300 -1.3089  0.2093
H 3.6055 -1.6366 -0.6083  0.2296
H -2.3796 -1.9095 3.2197  0.2035
Cl 2.1197 1.5092 4.5105  0.0396
C 2.3136 -0.0776 3.7369  -0.1965
Cl 3.9826 -0.6950 3.8607  0.0302
Cl 1.1784 -1.2731 4.4263  0.0535
C 2.0585 0.1990 2.1963  0.7190
O 2.9706 0.9817 1.6754  -0.8242
O 1.0906 -0.3042 1.5950  -0.6161

Properties
- M (g/mol) = 443.45
- energy above the lowest of the compared OMol25 structures with the same formula, charge and spin (kJ/mol) = 157.8
- charge = 0
- 2S+1 = 5
- expectation value of S² = 6.01